Molecular formula: C18H25N3O3Zr
Method: DFT, ωB97M-V/def2-TZVPD

Each line ends with the Mulliken charge.
Element x y z (Å)
N 0.890 1.342 -0.564  0.124
C 0.889 2.406 -0.098  0.373
C 1.081 3.763 0.323  -1.109
H 0.114 4.283 0.388  0.354
H 1.716 4.287 -0.408  0.420
H 1.571 3.795 1.306  0.388
N 2.502 -1.752 -1.241  -0.482
C 3.436 -2.373 -0.949  0.474
C 4.560 -3.160 -0.526  -0.941
H 5.460 -2.864 -1.085  0.367
H 4.366 -4.227 -0.716  0.357
H 4.745 -3.013 0.549  0.335
N -1.384 -1.515 -0.824  -0.228
C -2.322 -1.997 -0.335  0.492
C -3.402 -2.719 0.279  -1.018
H -3.026 -3.306 1.136  0.351
H -3.855 -3.406 -0.457  0.396
H -4.179 -2.022 0.634  0.384
Zr 0.554 -0.604 -1.726  1.683
C 0.737 -1.386 0.943  0.036
O 0.643 -2.116 1.832  -0.108
C 2.801 -0.002 1.618  0.075
O 2.673 0.496 2.646  -0.118
C 1.128 0.838 -3.381  -0.261
C -0.269 0.909 -3.200  -0.348
C -1.048 -0.261 -3.298  -0.321
C -0.433 -1.505 -3.550  -0.167
C 0.963 -1.574 -3.724  -0.208
C 1.738 -0.399 -3.652  -0.274
H 1.741 1.736 -3.311  0.501
H -0.756 1.861 -2.989  0.527
H -2.127 -0.194 -3.164  0.510
H -1.029 -2.415 -3.606  0.491
H 1.432 -2.536 -3.920  0.515
H 2.816 -0.440 -3.800  0.535
C -3.506 0.869 1.882  -1.515
C -2.130 1.305 1.430  -0.159
O -1.079 0.531 2.032  0.008
C -0.735 0.832 3.394  -0.351
C -0.130 2.211 3.563  -1.052
H -3.666 -0.204 1.748  0.288
H -4.259 1.404 1.302  0.428
H -3.668 1.122 2.933  0.400
H -1.999 1.163 0.349  0.049
H -1.968 2.373 1.645  0.362
H -1.638 0.722 4.017  0.342
H -0.019 0.058 3.697  0.315
H -0.913 2.968 3.681  0.399
H 0.475 2.227 4.473  0.430
H 0.509 2.493 2.722  -0.048

Force components x, y, z for each atom (eV/Å):
-0.63 -0.38 -0.65
0.69 -0.41 -0.63
-0.16 0.44 0.33
0.11 -0.10 0.06
-0.12 -0.22 0.06
-0.11 -0.05 -0.13
-0.69 0.35 -0.72
-0.20 -0.01 0.17
0.36 -0.09 0.01
-0.17 -0.01 0.05
-0.05 0.19 0.00
-0.12 0.03 -0.19
0.19 0.32 -0.56
0.74 -0.18 -0.12
-0.46 -0.10 0.13
0.00 0.24 -0.23
0.15 0.20 0.13
0.21 -0.15 -0.12
1.54 -1.94 14.09
-0.96 -2.81 2.59
0.44 2.89 -3.27
-0.04 1.72 3.36
0.45 -1.47 -3.14
0.33 0.89 -1.80
-0.74 0.83 -1.72
-1.04 0.61 -1.68
-0.42 -0.47 -2.03
-0.19 -0.54 -2.12
0.69 0.46 -1.85
-0.11 -0.09 0.00
0.11 -0.09 -0.01
0.12 -0.09 -0.02
0.01 0.11 0.03
0.04 0.08 0.03
-0.08 -0.08 0.04
-0.11 0.34 -0.04
0.43 -0.06 0.68
0.25 -0.27 -0.91
-0.29 -0.07 0.24
-0.36 0.22 0.35
0.11 0.08 0.10
-0.07 -0.01 0.07
-0.03 -0.14 -0.14
-0.06 -0.02 -0.08
-0.13 -0.16 -0.09
0.41 0.00 -0.06
-0.25 0.09 -0.14
0.23 0.00 -0.05
-0.06 0.10 -0.10
0.03 -0.19 0.07

Calculated values
- max |F| (Eh/bohr) = 0.2782
- total charge = +4
- calculated total energy (eV) = -30918.8438
- multiplicity = 1

=====

Molecular formula: C18H25N5O3S2
Method: DFT, ωB97M-V/def2-TZVPD

Each line ends with the Mulliken charge.
Element x y z (Å)
C 2.888 3.333 -1.376  -1.540
H 2.021 3.733 -1.896  0.437
H 3.617 3.011 -2.116  0.293
H 3.337 4.119 -0.776  0.369
C 2.473 2.171 -0.478  0.045
N 3.618 1.685 0.276  0.067
C 3.288 1.143 1.574  -1.249
H 2.756 1.899 2.154  0.432
C 2.416 -0.127 1.478  -0.032
N 2.848 -0.912 0.334  0.167
C 2.096 -1.788 -0.366  -0.162
O 2.539 -2.395 -1.327  -0.715
C 0.647 -1.954 0.069  1.079
H 0.515 -1.710 1.125  0.631
C 0.146 -3.380 -0.172  -1.213
C -1.326 -3.471 0.223  -0.637
C -2.154 -2.424 -0.522  -0.596
N -1.606 -1.088 -0.382  0.322
S -1.985 -0.291 1.039  1.424
O -0.886 0.570 1.391  -0.729
O -2.486 -1.178 2.046  -0.684
C -3.318 0.771 0.481  -0.119
C -3.122 2.120 0.391  -0.468
C -4.146 2.992 -0.030  -0.800
C -5.389 2.525 -0.360  -0.694
C -5.622 1.142 -0.281  0.711
N -6.749 0.486 -0.561  -0.669
S -6.507 -1.079 -0.322  0.161
N -4.972 -1.024 0.141  -0.496
C -4.571 0.246 0.139  0.676
H -6.186 3.180 -0.675  0.434
H -3.937 4.049 -0.082  0.404
H -2.153 2.508 0.666  0.554
C -0.216 -0.997 -0.765  -1.762
H 0.089 0.040 -0.621  0.499
H -0.130 -1.252 -1.826  0.413
H -3.172 -2.391 -0.132  0.216
H -2.185 -2.650 -1.593  0.528
H -1.718 -4.464 0.001  0.468
H -1.432 -3.289 1.294  0.339
H 0.738 -4.084 0.416  0.465
H 0.281 -3.629 -1.226  0.305
C 4.234 -0.711 -0.039  -0.888
C 4.464 0.754 -0.460  -0.916
H 4.269 0.867 -1.526  0.445
H 5.513 1.016 -0.277  0.288
H 4.869 -0.971 0.814  0.362
H 4.455 -1.390 -0.863  0.415
H 2.513 -0.715 2.401  0.303
H 1.374 0.174 1.367  0.227
H 4.230 0.927 2.085  0.411
H 2.010 1.381 -1.090  0.110
H 1.723 2.524 0.234  0.371

Force components x, y, z for each atom (eV/Å):
-0.22 -0.22 0.14
-0.07 0.08 -0.15
0.08 -0.01 -0.11
0.05 0.08 0.05
0.14 0.27 -0.18
-0.13 0.05 0.06
-0.08 -0.15 0.02
0.05 -0.06 0.07
-0.11 0.16 0.29
0.35 0.26 0.00
-0.32 -0.06 0.19
-0.08 -0.23 -0.29
0.11 -0.22 -0.42
0.07 0.05 -0.02
0.00 0.03 0.18
0.10 0.09 -0.20
-0.46 -0.67 0.31
-0.25 0.62 0.83
-0.22 0.35 -0.29
-0.10 0.07 -0.30
-0.19 -0.07 -0.33
0.95 0.15 0.39
0.38 -0.65 0.23
-0.72 0.08 -0.23
0.29 0.55 0.03
0.28 -1.02 0.17
-0.69 0.18 -0.21
0.73 0.93 0.10
0.13 -0.60 0.18
-1.27 -0.13 -0.35
-0.05 0.11 -0.04
0.00 0.08 -0.01
0.09 0.09 0.02
0.62 0.38 0.18
0.18 -0.08 -0.19
-0.03 0.01 0.06
0.08 -0.23 -0.23
-0.05 0.06 0.05
-0.04 -0.02 0.04
-0.04 -0.10 0.01
0.03 -0.03 -0.07
0.06 -0.02 0.01
0.18 0.00 -0.25
0.24 -0.10 0.09
0.03 0.00 -0.01
0.00 -0.11 -0.15
0.00 -0.01 -0.06
0.06 0.08 0.17
-0.09 0.08 0.02
0.10 -0.09 0.01
-0.08 0.01 0.09
-0.05 0.01 0.08
-0.04 -0.05 0.01

Calculated values
- max |F| (Eh/bohr) = 0.0257
- total charge = 0
- calculated total energy (eV) = -54334.9540
- energy relative to the best compared isomer or geometry (same formula, charge and spin) (kJ/mol) = 34.73
- multiplicity = 1

=====

Molecular formula: C18H25N5OS2V
Method: DFT, ωB97M-V/def2-TZVPD

Each line ends with the Mulliken charge.
Element x y z (Å)
V 0.206 0.407 0.500  0.879
N 5.929 -0.045 1.136  -0.538
C 4.994 -0.338 0.535  0.552
N 3.984 -0.637 -0.208  -0.591
C 2.769 -0.468 -0.176  0.806
N 1.593 -0.356 -0.293  -0.761
C -3.509 -2.156 2.438  -0.911
N -3.381 -0.735 2.286  0.386
C -3.974 0.203 3.090  -0.237
C -3.585 1.427 2.659  -0.650
N -2.763 1.222 1.583  0.292
C -2.637 -0.105 1.355  -0.152
S -1.748 -0.819 0.098  -0.431
H -3.576 -2.395 3.499  0.372
H -2.640 -2.646 1.999  0.351
H -4.409 -2.513 1.935  0.306
H -4.620 -0.089 3.893  0.486
H -3.818 2.402 3.034  0.440
H -2.265 1.922 1.041  0.124
C -0.050 -0.742 4.726  -1.752
C 0.144 0.186 3.521  1.785
C 1.230 1.220 3.816  -1.481
C 0.512 -0.606 2.282  -1.390
H -0.344 -0.163 5.598  0.422
H 0.878 -1.262 4.952  0.387
H -0.816 -1.490 4.522  0.369
H -0.809 0.716 3.356  -0.373
H 2.134 0.726 4.161  0.444
H 0.904 1.914 4.585  0.382
H 1.472 1.775 2.906  0.146
H -0.064 -1.537 2.227  0.386
H 1.570 -0.887 2.351  0.758
C 5.887 2.496 -1.454  -1.472
C 4.555 2.688 -0.820  0.655
C 3.386 2.512 -1.558  -0.958
C 2.147 2.706 -0.978  -0.631
C 2.078 3.086 0.357  0.604
C 3.226 3.226 1.125  -0.586
C 4.457 3.016 0.532  -0.418
S 0.478 3.414 1.085  0.609
C -0.046 4.751 -0.045  -1.107
O -0.367 2.234 0.602  -0.521
H 5.829 2.616 -2.532  0.392
H 6.255 1.492 -1.237  0.283
H 6.606 3.202 -1.047  0.402
H 3.452 2.237 -2.600  0.375
H 1.245 2.570 -1.567  0.444
H 3.168 3.501 2.169  0.470
H 5.357 3.102 1.122  0.422
H 0.272 4.547 -1.061  0.356
H 0.415 5.666 0.309  0.433
H -1.128 4.844 0.007  0.442

Force components x, y, z for each atom (eV/Å):
-1.95 -0.52 2.24
0.52 0.14 0.34
0.53 0.36 0.64
-0.91 -0.61 -1.07
0.49 -0.08 -0.12
2.28 -1.18 -1.94
-0.13 -0.81 -0.04
0.50 0.77 -0.41
-0.11 0.56 0.17
-0.26 -0.22 0.37
-0.16 -0.48 -0.06
-0.15 0.29 0.05
-0.37 -0.34 -0.84
0.05 0.01 -0.07
-0.09 0.07 0.08
0.07 0.01 0.01
-0.11 0.03 0.17
-0.06 0.13 0.05
-0.17 -0.24 0.14
-0.08 0.37 -0.19
-0.05 -0.10 0.27
-0.44 -0.11 -0.03
0.12 0.22 -0.07
-0.05 -0.04 0.22
0.11 -0.08 0.03
-0.07 -0.05 0.02
0.06 0.00 0.08
0.16 -0.05 -0.03
0.06 0.20 0.09
0.14 0.08 0.10
0.10 0.09 -0.09
-0.02 -0.04 -0.01
0.13 -0.09 -0.04
-0.10 -0.01 0.18
-0.17 0.07 0.09
-0.08 0.06 -0.22
-0.27 0.11 0.32
-0.04 0.02 0.12
-0.02 0.00 -0.09
1.13 1.60 -0.78
-0.02 -0.36 0.39
-0.98 0.22 -0.30
0.05 0.02 -0.07
0.07 -0.03 0.01
0.11 0.03 -0.02
-0.02 -0.04 -0.08
0.09 0.02 0.02
-0.04 0.00 0.07
0.07 0.03 0.05
0.02 -0.16 0.01
0.13 0.14 0.11
-0.09 -0.04 0.13

Calculated values
- max |F| (Eh/bohr) = 0.0626
- total charge = +1
- calculated total energy (eV) = -75921.1042
- <S²> = 2.03
- energy relative to the best compared isomer or geometry (same formula, charge and spin) (kJ/mol) = 89.84
- multiplicity = 3

=====

Molecular formula: C18H26AsN2O6PbS2Si2Te4
Method: DFT, ωB97M-V/def2-TZVPD

Each line ends with the Mulliken charge.
Element x y z (Å)
Pb 1.340 2.552 2.257  0.528
Te -1.384 -0.038 0.718  0.210
Te -2.269 1.319 -4.555  -0.595
Te -1.211 0.729 -2.139  -0.162
Te 0.881 -0.464 -0.469  0.555
O 1.149 -2.255 1.141  -0.723
S 2.427 -1.649 1.646  1.268
O 3.599 -2.219 1.004  -0.712
O 2.451 -0.154 1.591  -0.204
C 2.263 -2.080 3.376  0.207
C 3.379 -2.469 4.079  -0.405
C 3.243 -2.942 5.383  -0.611
C 1.995 -3.030 5.957  -0.650
C 0.859 -2.633 5.252  -0.535
C 0.965 -2.169 3.958  -0.418
S -0.534 -1.312 3.315  1.595
O -1.432 -1.163 4.450  -0.828
O -1.214 -2.041 2.184  -0.794
O 0.085 -0.017 2.922  -0.501
H 4.348 -2.413 3.596  0.462
H 4.123 -3.243 5.937  0.394
H 1.893 -3.396 6.971  0.375
H -0.124 -2.676 5.701  0.493
N 6.401 -0.470 1.873  -0.559
C 5.841 -0.073 0.953  0.022
C 5.074 0.451 -0.161  0.653
C 4.858 -0.277 -1.319  -0.198
C 3.937 0.202 -2.236  -0.418
C 3.258 1.374 -1.945  -0.382
N 3.517 2.120 -0.869  -0.352
C 4.410 1.665 -0.003  -0.343
H 5.382 -1.211 -1.470  0.430
H 3.713 -0.332 -3.150  0.399
H 2.512 1.782 -2.621  0.266
H 4.600 2.270 0.876  0.468
C -1.479 2.525 4.811  -0.884
Si -1.073 3.400 3.191  0.476
C -2.651 3.354 2.165  -0.666
C -0.949 5.229 3.700  -1.182
As 0.015 1.974 -0.061  0.041
Si -1.167 4.161 -1.659  0.468
C -0.055 4.159 -3.150  -0.690
C -3.001 4.077 -1.960  -1.021
C -0.843 5.743 -0.693  -1.122
H -2.508 2.735 5.118  0.308
H -0.805 2.858 5.605  0.286
H -1.372 1.436 4.733  0.079
H -3.346 4.105 2.553  0.338
H -3.156 2.387 2.242  0.371
H -2.494 3.561 1.103  -0.190
H -1.861 5.521 4.230  0.311
H -0.818 5.902 2.848  0.275
H -0.107 5.385 4.381  0.287
H 0.322 3.145 -3.309  0.016
H 0.775 4.859 -3.050  0.294
H -0.649 4.346 -4.050  0.360
H -3.360 3.052 -1.849  0.297
H -3.192 4.288 -3.018  0.357
H -3.554 4.750 -1.305  0.344
H 0.196 5.798 -0.360  0.293
H -1.485 5.800 0.189  0.209
H -1.046 6.622 -1.318  0.413

Force components x, y, z for each atom (eV/Å):
0.07 -0.46 0.39
-1.14 0.51 -0.15
0.22 -0.06 0.09
-1.83 -0.59 -3.69
-0.12 -0.39 -1.34
1.56 0.73 -0.03
0.14 0.28 0.46
-0.41 0.03 0.80
0.51 -1.58 0.54
-0.78 -0.37 -0.28
0.06 -0.02 0.00
0.19 0.05 -0.02
-0.12 -0.05 0.08
-0.01 -0.17 -0.04
0.29 0.48 -0.27
-0.25 -0.07 0.39
0.53 -0.36 -0.32
1.05 0.85 1.66
-0.29 -0.81 0.65
-0.02 -0.03 0.01
0.00 0.01 0.00
-0.03 -0.02 -0.01
0.03 0.07 0.06
0.13 0.03 -0.01
-0.17 0.21 -0.43
0.03 -0.12 0.48
0.01 -0.21 -0.03
-0.05 -0.04 -0.04
0.32 0.38 -0.09
0.04 0.09 0.09
-0.12 0.02 0.03
-0.09 -0.03 -0.01
0.04 -0.06 0.03
-0.03 -0.15 -0.02
-0.07 -0.02 0.03
0.20 -0.41 -0.02
-0.32 0.31 0.55
-0.15 -0.20 -0.31
0.30 0.02 -0.08
-0.62 2.63 -0.38
0.85 0.24 1.09
-0.14 -0.66 -0.08
0.06 -0.75 -0.12
0.06 0.00 0.17
0.02 0.09 -0.01
-0.04 0.03 0.00
-0.06 0.14 -0.02
0.04 0.02 0.03
0.07 -0.03 -0.05
-0.03 0.00 0.00
-0.01 -0.02 -0.04
-0.02 0.00 0.03
-0.02 0.04 -0.02
0.16 0.06 -0.03
-0.05 0.02 0.04
0.02 0.17 0.04
-0.16 0.04 0.14
0.08 0.15 0.06
0.06 -0.01 0.02
-0.01 0.04 -0.03
0.02 0.02 -0.01
0.00 -0.08 0.02

Calculated values
- max |F| (Eh/bohr) = 0.0809
- total charge = -1
- calculated total energy (eV) = -167036.3471
- energy relative to the best compared isomer or geometry (same formula, charge and spin) (kJ/mol) = 673.59
- multiplicity = 1